Arrangement i

A structure of composition C9H11O3, computed with ωB97M-V/def2-TZVPD.

Structure (ORCA input):
```
! wB97M-V def2-TZVPD RIJCOSX def2/J DEFGRID3
* xyz -1 1
H -1.31 1.08 -0.85
H 2.42 1.92 0.37
C -1.06 -1.06 -1.37
H 3.46 3.48 0.56
C 2.50 3.00 0.71
H -0.88 -3.29 -2.59
H -0.85 -1.16 2.55
H 2.50 2.81 1.80
C -0.80 -2.31 -0.76
C -0.86 -3.61 -1.55
H -0.15 2.10 0.73
C -1.05 0.05 -0.54
H -1.15 -1.06 -2.45
O -0.18 1.14 1.38
H -1.82 -4.11 -1.50
O 1.29 5.00 0.28
C -0.89 -1.17 1.47
O 0.21 3.10 0.04
C -0.88 -2.28 0.65
H -0.06 -4.23 -1.18
C 1.27 3.76 0.30
C -0.69 0.08 0.81
H -1.00 -3.25 1.15
*
```

Its HOMO-LUMO gap is 7.6 eV. The HOMO energy comes out at -4.3 eV.

Atomic partial charges in e from the natural (NBO) method, atoms 1 to 2:
1. H 0.223
2. H 0.221

=====

Arrangement ii

A cluster of 2 separate species, C9H11O3 in total, computed with ωB97M-V/def2-TZVPD.

Structure (ORCA input):
```
! wB97M-V def2-TZVPD RIJCOSX def2/J DEFGRID3
* xyz -1 1
H -3.47 -3.03 -0.34
O 3.15 3.30 0.17
H 2.57 2.58 -2.66
H -0.89 -2.97 -0.99
C 0.81 -0.89 0.96
C -0.76 -2.36 -0.10
C 0.56 -1.83 -0.02
H -3.88 -1.63 0.80
O 1.41 1.92 -0.13
C 2.33 2.79 -0.56
H -2.27 -0.58 2.43
H -3.35 -1.34 -0.68
O 1.91 -0.18 0.97
H 1.18 -2.08 -0.88
H 0.09 0.16 2.56
C -1.80 -1.95 0.70
H 1.15 3.06 -2.55
C 2.09 3.26 -1.98
C -3.16 -2.09 0.10
H 1.80 1.15 0.50
H 2.33 4.31 -1.96
C -1.55 -0.97 1.74
C -0.24 -0.65 1.91
*
```

Its HOMO-LUMO gap is 7.1 eV. The HOMO energy comes out at -3.5 eV.

Atomic partial charges in e from the natural (NBO) method, atoms 1 to 2:
1. H 0.201
2. O -0.642

=====

List of relative energies, unit kJ/mol: arrangement i 0.0; arrangement ii 68.1

=====

Arrangement i

A structure of composition C38H45BaN4O3SSb2, computed with ωB97M-V/def2-TZVPD.

Structure (ORCA input):
```
! wB97M-V def2-TZVPD RIJCOSX def2/J DEFGRID3
* xyz 1 1
C 1.22 -0.53 -5.72
H 4.76 0.39 -3.54
H -0.36 6.49 -4.10
C 0.70 5.30 -2.65
H -4.01 1.44 3.21
C 1.55 1.78 -5.13
H 0.76 -3.42 -2.93
C -0.28 3.13 -2.09
C 0.68 -4.48 -1.36
H 1.60 -1.95 -4.16
H -1.95 5.84 2.48
H -2.28 2.84 6.06
H 2.31 2.17 -3.18
C -4.02 -0.28 -2.37
H -5.09 -0.43 -2.29
C -1.93 0.35 -1.31
H -3.77 0.02 -0.26
C -2.38 4.32 3.90
N 1.29 -3.60 -2.09
C 4.26 1.71 -0.46
H -1.58 -0.11 -4.68
H -3.00 1.45 5.40
H 2.55 -3.38 0.35
H 1.39 3.06 0.90
H -2.01 2.66 -3.27
H -1.80 -5.38 -0.08
Sb -1.00 2.22 -0.26
H 6.19 2.37 -3.73
C 0.97 0.87 0.93
H 0.01 0.43 1.25
C 0.66 2.35 1.28
H 0.83 1.11 -7.04
C -2.47 4.90 2.65
H 0.93 -1.29 -6.44
C 1.61 -0.91 -4.44
C 0.69 -5.17 1.00
H 1.49 2.83 -5.38
C -2.86 3.02 4.10
H -0.76 -6.75 -0.59
C 4.85 1.06 -2.69
C 1.17 0.91 -0.62
C -0.30 5.54 -3.58
N -2.51 2.32 5.23
H 6.31 4.01 -1.87
H 1.84 0.52 1.49
C -1.30 0.23 -2.59
C 1.17 0.81 -6.06
H -1.51 -3.17 -1.89
C 5.05 2.85 -0.58
H 3.73 1.55 0.47
H 3.19 -5.01 0.69
H -4.01 -0.52 -4.49
Ba -0.26 -0.74 -0.36
H -2.15 -6.29 -1.55
O -2.87 3.47 -0.84
C -1.36 -4.07 -2.51
C -1.34 -5.89 -0.93
H 3.24 -4.35 -0.95
C 4.13 0.83 -1.53
C 5.73 3.10 -1.76
H -4.37 2.62 1.09
O -3.16 5.88 -0.47
C -3.41 -0.35 -3.61
C 2.02 0.05 -3.52
N 1.37 -5.04 -0.29
H 0.35 0.77 -1.35
H -0.37 0.74 -2.88
H 0.43 -4.19 1.43
C -3.77 3.08 1.86
C 2.00 1.40 -3.88
N -0.53 -5.04 -1.78
C -3.17 4.30 1.61
H 1.38 -5.67 1.68
H 1.44 6.06 -2.43
Sb 2.49 -0.59 -1.54
O -1.08 4.67 0.19
C -1.24 4.55 -3.83
S -2.55 4.69 0.01
C 0.68 4.13 -1.92
H 0.44 2.53 2.33
C 5.65 2.19 -2.81
C 2.66 -4.41 -0.04
H -2.02 4.70 -4.56
H 1.44 4.02 -1.15
H 5.11 3.55 0.24
C -3.28 0.03 -1.23
H 1.66 1.86 -0.87
H -1.86 4.83 4.70
H -2.32 -4.52 -2.72
H -0.20 -5.77 0.96
H -0.93 -3.77 -3.46
C -1.22 3.38 -3.09
C -2.05 -0.12 -3.71
C -3.58 2.43 3.07
*
```

Its HOMO-LUMO gap is 6.2 eV. The HOMO energy comes out at -9.1 eV.

Atomic partial charges in e from the Löwdin method, atoms 1 to 2:
1. C -0.078
2. H 0.106

=====

Arrangement ii

A structure of composition C38H45BaN4O3SSb2, computed with ωB97M-V/def2-TZVPD.

Structure (ORCA input):
```
! wB97M-V def2-TZVPD RIJCOSX def2/J DEFGRID3
* xyz 1 1
H -7.60 1.82 1.54
H 3.96 1.92 -2.10
H -0.55 -1.65 3.35
H 2.02 2.73 -5.04
O -1.98 4.99 -1.43
C 6.06 -2.04 -2.16
H -2.91 -5.66 -3.41
C -1.20 -0.70 1.51
H 7.52 -0.92 1.05
H -6.19 3.86 1.39
H -4.03 -5.14 0.69
H -0.46 0.97 7.46
C 2.37 2.98 -2.94
C -1.48 1.76 -2.02
C -2.79 1.42 -2.38
C -4.54 0.37 1.59
H -4.09 -0.61 1.61
H 6.21 0.27 1.07
H 0.44 1.10 -1.44
C -3.36 -4.94 -0.13
C -0.18 1.88 4.22
H 0.53 2.39 3.56
C -1.62 -4.43 -2.23
C -1.38 -3.87 -0.98
S -1.69 5.14 -2.87
C -0.08 -1.33 2.42
H -0.89 -0.77 0.45
C -1.43 1.48 3.74
C 6.58 -0.63 0.56
C -2.25 -4.13 0.07
C -5.92 0.49 1.60
O -1.69 6.49 -3.36
H 4.66 -1.45 2.55
N 3.56 2.26 -2.96
C -3.60 -5.49 -1.38
H 2.43 3.54 -0.84
H 6.30 -2.11 2.59
C -5.73 2.88 1.46
H -2.68 0.27 6.65
C 5.36 -2.12 2.03
H -3.76 3.68 1.34
H -0.09 3.98 -5.04
C -3.76 1.52 1.52
Sb -1.60 1.55 1.63
C -4.35 2.77 1.44
C -1.97 0.72 5.96
C 0.18 1.70 5.55
C -0.02 4.49 -2.97
H 4.97 -3.14 2.08
H 2.98 -0.74 -1.99
C 1.89 3.60 -1.78
H -1.17 2.78 -2.07
H 6.51 -1.32 -2.84
C -3.18 0.11 -2.32
H 1.53 -2.82 1.74
H 5.78 -2.94 -2.73
H -2.08 -3.72 1.06
C -1.00 -0.60 -1.52
H 1.14 2.04 5.91
H -6.54 -0.40 1.65
C 4.58 -1.79 -0.22
H 3.72 1.65 -3.74
C -2.29 -0.89 -1.89
C -2.32 0.90 4.63
H 0.37 4.83 -0.92
H -4.18 -0.17 -2.60
C -2.73 -5.24 -2.43
C 0.51 -2.53 1.51
H -3.31 0.59 4.30
H 3.31 -2.33 1.07
Ba 0.93 0.07 0.58
C 3.74 -1.39 -2.42
N 4.87 -1.47 -1.53
N 5.63 -1.73 0.67
H -0.96 -4.24 -3.07
H 6.79 -2.33 -1.41
C 1.65 3.16 -4.12
H 0.69 -0.57 2.73
C -6.52 1.74 1.54
C 0.47 3.89 -4.13
H -4.47 -6.12 -1.53
Sb 0.30 -2.51 -0.86
H 3.26 -2.36 -2.59
H 4.06 -0.97 -3.37
O -2.43 4.18 -3.69
C -0.61 0.79 -1.58
H -0.14 -3.37 1.74
C -0.72 1.11 6.42
H -3.42 2.23 -2.73
H 6.79 -0.38 -0.47
C 0.73 4.35 -1.82
N 3.36 -2.15 0.07
H -2.12 -1.28 1.60
H -2.67 -1.91 -1.86
*
```

Its HOMO-LUMO gap is 5.7 eV. The HOMO energy comes out at -9.5 eV.

Atomic partial charges in e from the Löwdin method, atoms 1 to 2:
1. H 0.111
2. H 0.073

=====

List of relative energies, unit kJ/mol: arrangement i 544.0; arrangement ii 0.0

=====

Arrangement i

The ion C4H9NOS with charge +1, computed with ωB97M-V/def2-TZVPD.

Structure (ORCA input):
```
! wB97M-V def2-TZVPD RIJCOSX def2/J DEFGRID3
* xyz 1 2
H -2.51 0.02 0.75
H 1.27 -1.72 -1.10
O 2.02 1.83 0.58
C -0.69 0.62 -0.10
S -0.81 -1.36 1.88
H 0.27 -0.89 -2.19
H 2.32 1.58 -1.33
N 0.90 -0.82 -1.39
H -0.54 1.28 0.76
C 0.73 0.11 -0.35
H -1.37 -0.87 2.99
C 1.84 1.21 -0.41
H -1.14 1.12 -0.96
C -1.58 -0.50 0.51
H 1.06 -0.35 0.60
H -1.76 -1.26 -0.25
*
```

Its HOMO-LUMO gap (alpha / beta) is 8.8 / 4.5 eV. The expectation value of S² is 0.7571. The HOMO energy (alpha / beta) comes out at -13.3 / -13.2 eV.

Atomic partial charges in e from the natural (NBO) method, atoms 1 to 2:
1. H 0.265
2. H 0.417

=====

Arrangement ii

The ion C4H9NOS with charge +1, computed with ωB97M-V/def2-TZVPD.

Structure (ORCA input):
```
! wB97M-V def2-TZVPD RIJCOSX def2/J DEFGRID3
* xyz 1 2
H -0.17 -1.84 1.45
C 1.30 0.50 0.09
S -2.09 -2.00 0.08
H 0.70 1.47 -1.51
H 2.34 0.41 -0.21
H -0.66 2.52 0.93
H 0.12 -0.63 -1.42
C -0.55 2.19 -0.10
H -0.88 -0.22 1.10
H -1.63 -3.24 0.14
N 0.72 1.67 -0.51
C 0.44 -0.78 -0.39
C -0.57 -1.18 0.68
H 1.19 -1.58 -0.55
H 1.15 0.54 1.17
O -1.41 2.18 -0.93
*
```

Its HOMO-LUMO gap (alpha / beta) is 11.3 / 3.9 eV. The expectation value of S² is 0.7612. The HOMO energy (alpha / beta) comes out at -14.7 / -13.1 eV.

Atomic partial charges in e from the natural (NBO) method, atoms 1 to 2:
1. H 0.264
2. C -0.227

=====

List of relative energies, unit kJ/mol: arrangement i 0.0; arrangement ii 5.4